# 1
90
Properties=species:S:1:pos:R:3:lowdin_charge:R:1 method="wB97M-V/def2-TZVPD" orbital_gap_ev="4.489 / 4.488" e_homo_ha="-0.6898 / -0.6898" lumo_ev="-14.28 / -14.28" charge=+4
N 5.8473 -0.3038 -1.5357 0.1088
C 5.6451 -0.0996 -0.2276 -0.0828
C 4.5704 -0.6589 0.4800 -0.0394
C 3.6377 -1.4343 -0.2275 -0.2408
C 3.9852 -1.8289 -1.5320 -0.0337
C 5.0442 -1.1561 -2.1735 -0.1039
C 2.2433 -1.6154 0.3401 -0.2980
Zr 0.7427 -0.2493 0.5340 1.3195
P -1.5683 -1.7739 1.8399 1.0093
C 1.1198 -1.9559 -0.6251 -0.2344
C -0.3042 -2.4247 -0.4219 -0.2409
C -0.8380 -3.6119 -0.9594 0.0247
C -2.1972 -3.8012 -1.3137 0.0520
C -3.2395 -2.8055 -1.1745 -0.7506
C -2.8084 -1.6746 -0.4420 -0.1009
C -1.3526 -1.4554 0.0828 -0.4465
Br -4.9259 -2.8588 -1.7918 1.0529
H 2.2329 -1.9958 1.3954 0.1207
H 1.5101 -2.3778 -1.5556 0.1136
H 4.4287 -0.4378 1.5308 0.1147
H 3.4506 -2.5919 -2.0904 0.1214
H 6.3539 0.5521 0.2868 0.1327
H 5.2475 -1.3078 -3.2450 0.1385
H -0.0775 -4.4141 -1.1262 0.1731
H -1.1066 -0.3296 -0.1291 0.0286
H -2.4042 -4.7200 -1.8360 0.1454
H -3.4289 -0.8119 -0.2499 0.1202
P -0.1766 0.5818 -2.0661 0.9849
C -0.0380 -2.0875 2.7145 -0.3414
C -0.2835 -2.6940 4.1091 -0.0533
H 0.5258 -1.1192 2.7766 0.0775
H 0.5411 -2.8184 2.1471 0.1028
H 0.6325 -2.5926 4.6950 0.1168
H -1.0832 -2.2002 4.6669 0.0789
H -0.5199 -3.7678 4.0302 0.1135
C -2.5835 -3.3079 2.0938 -0.2604
C -3.5912 -3.3896 3.2638 -0.0751
H -1.8953 -4.1621 2.1575 0.1122
H -3.1308 -3.4678 1.1613 0.0729
H -3.9434 -4.4213 3.3755 0.1146
H -3.1493 -3.0797 4.2236 0.0858
H -4.4893 -2.7952 3.0747 0.0926
C -2.5931 -0.4992 2.6175 -0.2663
C -1.8207 0.3846 3.5670 -0.1001
H -3.3976 -1.0217 3.1483 0.0981
H -3.0571 0.0675 1.8025 0.1054
H -2.4901 1.1016 4.0555 0.1223
H -1.2820 -0.1644 4.3408 0.0854
H -1.0769 0.9798 3.0317 0.0139
C -1.4177 1.9350 -2.0328 -0.3949
C -2.0435 2.3363 -3.3760 -0.1022
H -0.9126 2.7916 -1.5660 0.0605
H -2.2020 1.5998 -1.3382 0.0718
H -1.2961 2.6063 -4.1345 0.0925
H -2.6897 1.5495 -3.7806 0.0764
H -2.6888 3.2111 -3.2256 0.0997
C -1.1382 -0.6319 -3.1194 -0.3231
C -0.3488 -1.7834 -3.7318 -0.0977
H -1.6426 -0.1028 -3.9370 0.0972
H -1.9256 -1.0367 -2.4699 0.0522
H 0.3632 -1.4619 -4.5021 0.0938
H 0.1960 -2.3509 -2.9736 0.0346
H -1.0248 -2.4983 -4.2218 0.1048
C 1.0765 1.1287 -3.2989 -0.3315
C 2.4690 0.7060 -2.8397 -0.1454
H 0.9890 2.2186 -3.4074 0.0845
H 0.8375 0.6657 -4.2695 0.1026
H 3.0910 0.3634 -3.6815 0.1045
H 3.0171 1.4956 -2.3120 0.0679
H 2.4315 -0.1490 -2.1483 0.0155
C 1.9386 4.1299 -1.3133 -0.0407
N 1.0120 4.1570 -0.1851 -0.1544
C 0.3001 5.4218 0.0252 0.0036
C 1.1404 3.2460 0.8027 -0.6693
S 2.3105 1.9803 0.6629 0.7601
N 0.3589 3.4177 1.9299 -0.1970
C -1.0993 3.3899 1.6935 -0.0251
C 0.7956 2.7485 3.1653 -0.0676
H 1.6804 4.9446 -1.9940 0.1180
H 1.8823 3.1736 -1.8451 0.0358
H 2.9679 4.2714 -0.9648 0.1186
H -0.7163 5.3899 -0.4018 0.1113
H 0.2547 5.6450 1.0952 0.1146
H 0.8567 6.2177 -0.4856 0.1210
H -1.5960 3.3812 2.6663 0.1069
H -1.4235 4.2761 1.1422 0.0824
H -1.4172 2.4864 1.1345 0.0748
H 0.6611 1.6541 3.1057 0.0315
H 1.8611 2.9491 3.3292 0.1058
H 0.1853 3.1433 3.9841 0.1210

---

# 2
9
Properties=species:S:1:pos:R:3:nbo_charge:R:1 method="wB97M-V/def2-TZVPD" orbital_gap_ev=3.829 e_homo_ha=-0.0423 lumo_ev=2.68 de_lowest_kj_mol=177.76 charge=-1
C 2.4240 -1.1496 -1.0259 0.4298
N -1.4556 1.1288 1.0824 -1.0931
O -3.5144 -0.2680 0.7876 -1.0936
O 3.3266 -1.7919 -0.5463 -0.4982
S -2.0814 -0.2281 0.3161 0.5278
Cl 0.8577 -1.5317 -1.3119 0.1580
Cl 2.6301 0.7054 -1.1731 -0.1300
H -1.8022 1.9420 0.5508 0.3413
H -0.3848 1.1931 1.3205 0.3580

---

# 3
99
Properties=species:S:1:pos:R:3:lowdin_spin:R:1 method="wB97M-V/def2-TZVPD" orbital_gap_ev="6.037 / 7.055" e_homo_ha="-0.1466 / -0.1842" multiplicity=2 lumo_ev="2.05 / 2.04" charge=-1
Ti 0.3774 0.1010 -0.2489 0.7805
C -1.8770 2.3393 -0.1264 0.0010
N -0.4845 2.2622 0.2909 0.0018
C -0.0622 3.2964 1.2308 0.0022
C -0.5058 3.0712 2.6452 0.0002
N -1.4575 2.2757 3.0275 0.0005
C -1.4973 2.3725 4.4066 0.0001
C -2.2932 1.6924 5.3218 0.0000
C -2.0787 1.9366 6.6663 0.0000
C -1.1008 2.8404 7.0970 0.0000
C -0.3058 3.5323 6.1994 0.0000
C -0.5152 3.2766 4.8516 0.0000
N 0.0899 3.7262 3.6972 0.0000
C -2.5601 1.0345 0.1424 0.0022
N -1.9929 0.0021 0.7017 0.0028
C -3.0100 -0.9227 0.9081 0.0004
C -3.0057 -2.1475 1.5686 -0.0001
C -4.2009 -2.8366 1.6539 0.0001
C -5.3844 -2.3338 1.1043 -0.0001
C -5.4121 -1.1041 0.4736 0.0001
C -4.2156 -0.4075 0.4047 -0.0001
N -3.8913 0.8439 -0.0816 0.0009
H -2.4082 3.1123 0.4387 0.0001
H -1.9572 2.5802 -1.1904 0.0001
H 0.1208 2.3998 -0.5312 0.0009
H 1.0297 3.3278 1.1879 0.0002
H -0.4183 4.2891 0.9225 0.0002
H -3.0325 0.9822 4.9722 0.0000
H -2.6686 1.4167 7.4108 0.0000
H -0.9602 2.9954 8.1593 0.0000
H 0.4561 4.2254 6.5342 0.0000
H 0.8604 4.3651 3.6274 0.0000
H -2.0962 -2.5429 1.9978 0.0000
H -4.2245 -3.7939 2.1591 0.0000
H -6.2952 -2.9128 1.1853 0.0000
H -6.3253 -0.7024 0.0516 0.0000
H -4.5160 1.4908 -0.5269 0.0001
C 0.8712 -0.5941 3.9977 0.0024
C 2.2101 -0.2530 4.1824 0.0324
C 2.9467 0.1335 3.0852 -0.0026
C 2.3583 0.1843 1.8203 0.0375
N 1.0257 -0.0678 1.6617 0.0124
C 0.3279 -0.4608 2.7436 0.0255
C 3.1019 0.3560 0.5820 0.0222
C 4.4517 0.7335 0.5542 -0.0012
C 5.1496 0.7231 -0.6323 0.0220
C 4.5085 0.3107 -1.7987 0.0004
C 3.1662 -0.0213 -1.7800 0.0162
C 2.4049 0.0213 -0.6026 0.0017
H 0.2702 -0.9472 4.8225 -0.0006
H 2.6618 -0.3119 5.1642 0.0022
H 3.9963 0.3664 3.1947 -0.0009
H -0.7179 -0.6573 2.5703 0.0012
H 4.9519 1.0566 1.4609 -0.0007
H 6.1860 1.0368 -0.6606 0.0016
H 5.0632 0.2685 -2.7295 -0.0007
H 2.7074 -0.3046 -2.7182 0.0006
O 0.4383 -0.9088 -3.3061 0.0031
C 0.2506 0.2291 -2.9121 0.0041
O -0.4521 0.5208 -1.8440 0.0130
C 0.7947 1.4321 -3.6225 0.0002
C 0.8751 1.4771 -4.9826 -0.0002
C 1.3006 2.6488 -5.6302 -0.0001
C 1.5980 3.7866 -4.8987 -0.0001
C 1.5387 3.7616 -3.5208 0.0002
C 1.2448 2.5420 -2.7999 0.0008
O 1.4089 2.4131 -1.5651 0.0097
N 1.7413 4.9968 -2.8195 0.0000
O 1.2825 5.1276 -1.6954 0.0001
O 2.3368 5.9005 -3.3936 -0.0001
N 1.3538 2.6984 -7.0584 0.0000
O 1.6936 3.7439 -7.5993 -0.0001
O 1.0676 1.6902 -7.6885 0.0000
H 0.5940 0.6109 -5.5661 0.0000
H 1.8337 4.7088 -5.4078 0.0000
C 3.7133 -5.2906 -1.3587 0.0001
C 2.8640 -5.5485 -0.2925 0.0000
C 1.7778 -4.7162 -0.0553 -0.0001
C 1.5039 -3.6191 -0.8754 0.0012
C 2.3627 -3.3910 -1.9537 0.0001
C 3.4569 -4.2103 -2.1918 0.0001
Si 0.0668 -2.4204 -0.4544 0.0065
C -1.4660 -3.0126 -1.4781 -0.0014
C -2.4029 -2.1185 -1.9985 0.0000
C -3.5639 -2.5573 -2.6215 0.0000
C -3.8180 -3.9152 -2.7459 0.0000
C -2.8880 -4.8254 -2.2657 -0.0001
C -1.7311 -4.3733 -1.6459 -0.0005
H 4.5722 -5.9285 -1.5330 0.0000
H 3.0517 -6.3949 0.3588 0.0000
H 1.1273 -4.9174 0.7891 -0.0001
H 2.1579 -2.5608 -2.6184 0.0001
H 4.1173 -4.0023 -3.0259 0.0000
H -0.3316 -3.0975 0.8567 -0.0021
H -2.2154 -1.0563 -1.9374 0.0001
H -4.2750 -1.8375 -3.0139 0.0000
H -4.7287 -4.2568 -3.2246 0.0000
H -3.0686 -5.8894 -2.3711 0.0000
H -1.0060 -5.0960 -1.2833 -0.0001

---

# 4
14
Properties=species:S:1:pos:R:3:nbo_charge:R:1 method="wB97M-V/def2-TZVPD" orbital_gap_ev=10.273 e_homo_ha=-0.3431 lumo_ev=0.94 de_lowest_kj_mol=62.94 charge=0
C -2.3340 0.0936 0.0713 -0.4081
N -1.0643 0.0380 0.7744 -0.7039
C 0.0547 0.5030 0.0216 0.7803
O 0.0287 1.4493 -0.7395 -0.6244
N 1.1266 -0.3023 0.2698 -0.6143
C 2.3544 -0.3177 -0.4796 -0.4179
H -2.7006 1.0994 -0.1712 0.1901
H -3.0681 -0.4442 0.6757 0.1990
H -2.2232 -0.4618 -0.8653 0.1987
H -1.0792 0.4515 1.6995 0.3833
H 0.8984 -1.1658 0.7354 0.3983
H 3.2056 -0.3798 0.2065 0.1963
H 2.3789 -1.1952 -1.1394 0.1904
H 2.4059 0.5925 -1.0742 0.2322